No. 1
Molecular formula: C2HNO3
Method: DFT, ωB97M-V/def2-TZVPD

```
7
C2HNO3, DFT ωB97M-V/def2-TZVPD
O 1.4811 0.7988 -1.2097
N 0.7135 -0.0942 -0.9592
O 0.8099 -1.2676 -1.1198
C -0.4616 0.4747 -0.2792
C -0.6917 0.2126 1.0342
O -1.2064 -0.7989 0.5981
H -0.6447 0.6747 1.9356
```

Its net charge is 0. The calculation puts the HOMO energy at -10.27 eV. For the energy above the lowest of the compared OMol25 structures with the same formula, charge and spin, the calculation gives 171.31 kcal per mole. Its structure (SMILES) is O=[N+]([O-])C1=CO1. For the largest force on an atom, the calculation gives 3.16 eV Å⁻¹.

---

No. 2
Molecular formula: C9H11NO3
Method: DFT, ωB97M-V/def2-TZVPD

```
24
C9H11NO3, DFT ωB97M-V/def2-TZVPD
N -0.5762 -0.9848 -1.9493
O 0.4531 -1.8831 -1.3364
C 0.5287 -2.0309 0.1178
C 1.3282 -0.8643 0.7616
C 0.7873 0.5747 0.6067
C -0.5138 0.8168 1.1202
C -1.2214 1.9860 0.8931
C -0.7253 2.8848 -0.0861
C 0.4972 2.6858 -0.6496
C 1.2957 1.5874 -0.1953
C -0.7820 -2.3989 0.8418
O -0.7462 -2.7915 1.9580
O -1.9111 -2.2248 0.1697
H 0.0189 -0.0520 -1.9841
H -0.4633 -1.3914 -2.8771
H 1.0268 -3.0564 0.0720
H 1.5371 -1.1435 1.8431
H 2.3241 -0.8580 0.3136
H -0.9258 0.1125 1.9221
H -2.1871 2.1735 1.4117
H -1.3489 3.7854 -0.2225
H 1.0544 3.3012 -1.3703
H 2.3417 1.5081 -0.6312
H -1.7921 -1.7366 -0.7294
```

Its net charge is 0. The calculation puts the HOMO energy at -9.51 eV. For the energy above the lowest of the compared OMol25 structures with the same formula, charge and spin, the calculation gives 71.60 kcal per mole. Its structure (SMILES) is NO[C@@H](Cc1ccccc1)C(=O)O. For the largest force on an atom, the calculation gives 3.37 eV Å⁻¹.

---

No. 3
Molecular formula: C21H28N2O2
Method: DFT, ωB97M-V/def2-TZVPD

```
53
C21H28N2O2, DFT ωB97M-V/def2-TZVPD
C 3.0537 3.7364 0.8513
C 3.1987 2.2904 0.3902
C 2.1829 1.9657 -0.6929
O 1.5676 2.8587 -1.2514
N 2.0273 0.6697 -1.0715
C 1.1055 0.4326 -2.1810
C -0.2464 -0.0059 -1.6890
C -1.1523 0.8790 -1.2137
C -2.4192 0.4591 -0.7109
C -3.3817 1.3417 -0.2087
C -4.5980 0.8970 0.2617
C -5.6070 1.8684 0.7924
C -4.8842 -0.4825 0.2375
C -6.1993 -0.9891 0.7404
C -3.9438 -1.3664 -0.2531
C -2.7132 -0.9158 -0.7284
N -1.7717 -1.7836 -1.2128
C -0.5286 -1.4374 -1.6909
O 0.2423 -2.3074 -2.0689
C 2.4778 -0.5491 -0.4072
C 1.8014 -0.8015 0.9458
C 2.1039 -2.2322 1.3846
C 3.6109 -2.4540 1.4830
C 4.2916 -2.1474 0.1514
C 3.9943 -0.7115 -0.2788
H 3.8298 3.9836 1.5721
H 3.1305 4.4079 0.0008
H 2.0815 3.8899 1.3131
H 3.0848 1.6207 1.2399
H 4.1929 2.1446 -0.0385
H 1.0147 1.3730 -2.7285
H 1.5263 -0.3395 -2.8296
H -0.9128 1.9331 -1.2086
H -3.1512 2.3970 -0.1967
H -6.5320 1.8137 0.2195
H -5.8473 1.6446 1.8312
H -5.2261 2.8844 0.7371
H -6.3391 -0.7182 1.7863
H -7.0195 -0.5499 0.1739
H -6.2571 -2.0707 0.6518
H -4.1583 -2.4260 -0.2729
H -1.9845 -2.7745 -1.2172
H 2.1446 -1.3578 -1.0662
H 0.7230 -0.6561 0.8485
H 2.1630 -0.1079 1.7064
H 1.6339 -2.4317 2.3501
H 1.6818 -2.9253 0.6538
H 3.8138 -3.4867 1.7731
H 4.0227 -1.8029 2.2583
H 5.3703 -2.2892 0.2449
H 3.9256 -2.8396 -0.6095
H 4.4681 -0.4976 -1.2387
H 4.4080 -0.0341 0.4665
```

Its net charge is 0. The calculation puts the HOMO energy at -8.16 eV. For the energy above the lowest of the compared OMol25 structures with the same formula, charge and spin, the calculation gives 0.00 kcal per mole. Its structure (SMILES) is CCC(=O)N(Cc1cc2cc(C)c(C)cc2[nH]c1=O)C1CCCCC1. For the largest force on an atom, the calculation gives 0.74 eV Å⁻¹.

---

No. 4
Molecular formula: C31H31IN2PReSi
Method: DFT, ωB97M-V/def2-TZVPD

```
68
C31H31IN2PReSi, DFT ωB97M-V/def2-TZVPD
Re -1.2967 0.8662 -0.5096
I -3.3990 1.7415 -1.8634
C -5.0786 0.8738 -0.8949
C -6.1096 1.7654 -0.8742
C -7.3802 1.3260 -0.4597
C -7.5497 0.0112 -0.1591
C -6.4733 -0.9117 -0.2018
C -6.7471 -2.2785 0.0549
C -5.7649 -3.2175 0.0194
C -4.4424 -2.7973 -0.1874
C -4.1115 -1.4767 -0.4216
P -2.3232 -1.2910 -0.3506
C -1.7027 -1.9547 1.1791
C -0.3122 -2.1311 1.2825
C 0.2269 -2.6471 2.4473
C -0.6126 -2.9845 3.5052
C -1.9874 -2.8015 3.4051
C -2.5397 -2.2802 2.2465
C -1.5079 -2.0779 -1.7226
C -1.1757 -1.2880 -2.8319
C -0.4972 -1.8373 -3.9088
C -0.1603 -3.1846 -3.8771
C -0.4863 -3.9728 -2.7743
C -1.1467 -3.4236 -1.6864
C -5.1477 -0.4920 -0.5189
H -5.9801 2.7926 -1.1949
H -8.2048 2.0248 -0.4287
H -8.5283 -0.3619 0.1173
H -7.7703 -2.5630 0.2699
H -5.9817 -4.2632 0.1906
H -3.6608 -3.5492 -0.1295
H 0.3407 -1.8921 0.4494
H 1.2944 -2.8079 2.5267
H -0.1924 -3.4006 4.4122
H -2.6333 -3.0763 4.2294
H -3.6126 -2.1445 2.1760
H -1.4895 -0.2472 -2.8980
H -0.2539 -1.2311 -4.7722
H 0.3601 -3.6255 -4.7180
H -0.2199 -5.0218 -2.7619
H -1.3706 -4.0424 -0.8249
C 2.1551 -0.0793 -1.7213
C 1.9432 0.8283 -0.5527
C 2.9582 1.5432 0.0400
C 2.6913 2.3639 1.1317
C 1.4081 2.4976 1.6526
C 0.4211 1.7630 1.0531
N 0.7010 0.9400 -0.0101
N -0.9742 1.7152 1.2064
Si -2.1178 2.4478 2.4642
C -1.1471 2.5994 4.0090
C -3.4879 1.2118 2.5203
C -2.7173 4.0350 1.7539
H 2.5676 0.4775 -2.5640
H 1.2327 -0.5679 -2.0358
H 2.8831 -0.8513 -1.4634
H 3.9623 1.4563 -0.3539
H 3.5014 2.9255 1.5833
H 1.1917 3.1538 2.4854
H -0.3813 1.8269 4.1183
H -1.8340 2.4998 4.8562
H -0.6780 3.5839 4.0863
H -3.2295 0.3297 3.1136
H -3.7586 0.8824 1.5094
H -4.3799 1.6676 2.9589
H -2.0309 4.8673 1.9264
H -3.6722 4.2924 2.2208
H -2.8815 3.9502 0.6757
```

Its net charge is +3. The calculation puts the HOMO energy (spin up / spin down) at -16.94 / -16.93 eV. As for the spin multiplicity: 4. For the energy above the lowest of the compared OMol25 structures with the same formula, charge and spin, the calculation gives 1.96 kcal per mole. As for the expectation value of S²: 3.780. For the largest force on an atom, the calculation gives 1.05 eV Å⁻¹.

---

No. 5
Molecular formula: C20H29N3O3S
Method: DFT, ωB97M-V/def2-TZVPD

```
56
C20H29N3O3S, DFT ωB97M-V/def2-TZVPD
C 4.5367 -5.4200 -1.1564
C 3.4593 -4.5859 -0.4761
C 2.5981 -3.8067 -1.4725
C 1.2721 -3.3010 -0.8956
C 1.4482 -2.2700 0.2064
O 2.0300 -2.5783 1.2321
N 0.7507 -1.0821 0.0890
C 0.8041 -0.3215 -1.1558
C 0.7399 -0.2523 1.3008
C -0.5462 0.5759 1.4024
N -0.1665 1.9231 0.9772
C -0.9936 2.9534 0.6847
O -0.5575 4.0319 0.3041
C -2.4555 2.7081 0.8533
C -3.3139 3.6693 0.5260
C -4.7534 3.5532 0.6503
C -5.7591 4.4227 0.3823
C -6.9373 3.7016 0.7181
C -8.3591 4.1540 0.6328
N -6.6470 2.5049 1.1475
O -5.2682 2.4015 1.1087
C 1.2772 2.1095 0.8755
C 1.8443 0.7963 1.3773
C 2.7921 0.7802 2.5437
C 3.2839 0.4539 1.1604
S 3.5818 -2.4284 -2.1532
C 2.7844 -2.2271 -3.7573
H 5.1309 -5.9601 -0.4191
H 4.0938 -6.1562 -1.8314
H 5.2115 -4.7935 -1.7400
H 2.7971 -5.2323 0.1057
H 3.9006 -3.8966 0.2449
H 2.3688 -4.4677 -2.3139
H 0.6302 -2.9331 -1.6939
H 0.7473 -4.1360 -0.4218
H 0.6536 -0.9702 -2.0130
H 0.0059 0.4205 -1.1592
H 1.7644 0.1850 -1.2733
H 0.8137 -0.9448 2.1328
H -1.3276 0.1554 0.7687
H -0.9065 0.5803 2.4345
H -2.8108 1.7656 1.2467
H -2.9269 4.6061 0.1428
H -5.6768 5.4265 0.0038
H -8.4156 5.1581 0.2179
H -8.9368 3.4829 -0.0011
H -8.8182 4.1611 1.6205
H 1.5527 2.3208 -0.1618
H 1.5931 2.9670 1.4724
H 3.0716 1.7316 2.9766
H 2.7080 -0.0406 3.2436
H 3.5326 -0.5756 0.9456
H 3.8906 1.1931 0.6524
H 3.2809 -1.4005 -4.2625
H 2.9006 -3.1268 -4.3603
H 1.7259 -1.9862 -3.6635
```

Its net charge is 0. The calculation puts the HOMO energy at -8.82 eV. For the energy above the lowest of the compared OMol25 structures with the same formula, charge and spin, the calculation gives 62.49 kcal per mole. Its structure (SMILES) is CC[C@@H](CC(=O)N(C)[C@@H]1CN(C(=O)/C=C/c2cc(C)no2)CC12CC2)SC. For the largest force on an atom, the calculation gives 0.55 eV Å⁻¹.

---

No. 6
Molecular formula: C41H35ClN2Si2W
Method: DFT, ωB97M-V/def2-TZVPD

```
82
C41H35ClN2Si2W, DFT ωB97M-V/def2-TZVPD
C -1.6667 1.8531 4.6131
C -1.2622 0.5125 4.2966
C 0.0419 0.5769 3.6962
H -1.7897 -0.3976 4.5802
C 0.4298 1.9612 3.6209
C -0.6303 2.7425 4.1977
H -0.5937 3.8109 4.3951
H -2.5479 2.1303 5.1920
H 0.6714 -0.2703 3.4458
H 1.3956 2.3321 3.2947
W -1.3283 1.6023 2.4052
Si -0.2821 0.3670 0.3590
C -0.7572 -1.4565 0.3801
C -0.9065 -2.0397 -0.8862
H -0.7335 -1.4358 -1.7758
C -1.2843 -3.3754 -1.0201
H -1.3945 -3.8090 -2.0140
C -1.4966 -4.1655 0.1135
H -1.7626 -5.2189 0.0027
C -1.3557 -3.5939 1.3827
H -1.5185 -4.2093 2.2699
C -1.0013 -2.2446 1.5190
H -0.9319 -1.8203 2.5212
C 1.6003 0.3921 0.6055
C 2.3423 -0.7486 0.9607
H 1.8516 -1.7174 1.0589
C 3.7201 -0.6569 1.2039
H 4.2917 -1.5542 1.4492
C 4.3690 0.5798 1.1285
H 5.4438 0.6551 1.3094
C 3.6311 1.7272 0.8123
H 4.1245 2.6989 0.7603
C 2.2609 1.6314 0.5559
H 1.6891 2.5290 0.3173
H -0.6067 0.9462 -0.9820
Si 1.7365 -1.7710 -4.8791
C 3.5137 -1.4997 -4.3706
C 4.4593 -2.5406 -4.2664
H 4.1823 -3.5667 -4.5259
C 5.7574 -2.2725 -3.8107
H 6.4668 -3.0920 -3.6808
C 6.1407 -0.9624 -3.5067
H 7.1428 -0.7555 -3.1314
C 5.2316 0.0843 -3.6895
H 5.5259 1.1120 -3.4733
C 3.9362 -0.1794 -4.1435
H 3.2397 0.6452 -4.3130
C 1.3101 -3.5637 -4.5891
C 1.3862 -4.0192 -3.2659
H 1.7328 -3.3458 -2.4757
C 1.0013 -5.3228 -2.9475
H 1.0217 -5.6386 -1.9047
C 0.5809 -6.1989 -3.9523
H 0.2688 -7.2088 -3.6924
C 0.5594 -5.7716 -5.2830
H 0.2371 -6.4591 -6.0686
C 0.9389 -4.4605 -5.6085
H 0.9440 -4.1247 -6.6506
H 1.5955 -1.4960 -6.3271
Cl 0.4132 -0.4115 -4.0592
C -1.1271 5.8324 1.3188
C -0.7459 4.5113 1.5227
N -1.6902 3.5644 1.8050
C -3.0152 3.9234 1.8890
C -3.4224 5.2780 1.8099
C -2.4453 6.2397 1.4904
C -4.7899 5.5700 2.1038
C -5.6774 4.5845 2.4601
C -5.2845 3.2166 2.5526
C -6.1262 2.1629 2.9680
C -5.5955 0.8870 3.0987
C -4.2437 0.6351 2.8767
N -3.4176 1.6495 2.4773
C -3.9347 2.9019 2.2524
H -0.3535 6.5504 1.0466
H 0.2872 4.1598 1.4617
H -2.7550 7.2800 1.3888
H -5.1052 6.6140 2.0499
H -6.7151 4.8305 2.6983
H -7.1705 2.3882 3.1768
H -6.2264 0.0525 3.4035
H -3.7821 -0.3470 2.9950
```

Its net charge is +2. The calculation puts the HOMO energy (spin up / spin down) at -12.30 / -12.30 eV. As for the spin multiplicity: 3. For the energy above the lowest of the compared OMol25 structures with the same formula, charge and spin, the calculation gives 7.55 kcal per mole. As for the expectation value of S²: 2.021. For the largest force on an atom, the calculation gives 4.81 eV Å⁻¹.